The following is a quantum chemistry calculation of C5H10N2 in the gas phase in a non-equilibrium geometry, from the OMol25 dataset.

Structure (XYZ):
```
17
Properties=species:S:1:pos:R:3:forces:R:3
C 0.0831 -0.5743 -1.7617 1.6 -2.8 0.7
C 1.5452 0.0913 0.2021 -0.5 0.4 0.2
C 1.5798 -1.2624 -0.3982 -1.4 1.4 -2.6
C -1.8241 0.9565 1.6392 -0.1 -0.1 0.0
N -0.6385 0.1496 -0.7999 0.2 0.0 0.5
C 0.0679 0.3742 0.3865 0.2 0.3 0.4
N -0.4110 0.7188 1.4977 0.3 0.4 0.4
H -1.2844 0.8667 -1.0915 0.0 -0.1 0.0
H -0.1654 -1.6267 -1.8798 -0.8 0.2 -0.2
H 0.1462 -0.1025 -2.7406 0.8 0.2 0.1
H 2.0787 0.2072 1.1416 -0.1 0.1 0.1
H 1.8813 0.8285 -0.5629 0.3 -0.4 0.7
H 2.5375 -1.6349 -0.7381 0.0 0.2 -0.7
H 0.9992 -2.0679 0.0347 -0.2 0.2 0.4
H -2.0415 1.0653 2.7012 -0.1 0.0 -0.1
H -2.1339 1.8801 1.1362 0.0 0.0 0.0
H -2.4202 0.1305 1.2334 0.0 0.0 0.0
```
Forces are in eV/Å.

Results
Total energy ... -8324.5325 eV
Largest force on an atom ... 0.0640 Eh/bohr
Net charge ... 0
2S+1 ... 1
Frontier orbital gap ... 0.347 Eh

---

The following is a quantum chemistry calculation of 2 unconnected molecules or ions with the total composition C3H6INO3 in a non-equilibrium geometry, from the OMol25 dataset.

Structure (XYZ):
```
14
Properties=species:S:1:pos:R:3:forces:R:3
C 1.8614 0.4248 -0.1864 -2.0 0.0 1.0
C 0.4223 0.1196 0.3790 0.5 2.0 -0.4
C -0.6839 0.3461 -0.6650 -0.7 -0.7 2.5
N -2.0241 -1.5995 -0.3998 0.5 5.7 0.4
O -1.6392 -2.6051 -0.7680 1.8 -4.9 -1.4
O -3.0825 -1.2336 -0.0343 -1.6 -0.4 0.6
O 0.1293 0.8314 1.5511 0.2 1.0 1.0
I -2.2917 1.5046 -0.0613 0.8 0.4 -0.7
H 2.0376 1.4774 0.0997 0.1 -0.2 -1.0
H 2.6379 -0.1546 0.3338 -0.4 -0.2 -0.6
H 1.6604 0.1871 -1.2400 1.5 0.4 0.1
H 0.3408 -0.8482 0.7022 0.1 -3.0 0.1
H -0.2983 0.3338 -1.6504 -0.5 0.0 -1.2
H 0.9300 1.2163 1.9394 -0.3 -0.2 -0.3
```
Forces are in eV/Å.

Results
Total energy ... -18935.3196 eV
Largest force on an atom ... 0.1112 Eh/bohr
Net charge ... 0
2S+1 ... 1
Frontier orbital gap (alpha / beta) ... 0.314 / 0.276 Eh

---

The following is a quantum chemistry calculation of C10H18N2O5 in the gas phase in a non-equilibrium geometry, from the OMol25 dataset.

Structure (XYZ):
```
35
Properties=species:S:1:pos:R:3:forces:R:3
C 1.6807 -1.1389 -0.2598 5.9 0.6 -1.5
C 0.5135 -0.5220 -0.8179 -1.1 2.1 1.3
C 2.8205 -0.2444 0.4830 -2.8 2.3 -2.1
C 3.8592 -0.9559 1.2485 2.7 -3.2 1.0
C 3.5084 0.9013 -0.5392 -1.0 0.5 3.4
C -1.4998 0.8512 -0.3263 0.9 -2.9 1.2
C -1.1269 2.2184 -0.5047 1.3 5.9 2.6
C -2.5549 0.8038 0.7546 -1.6 -0.7 1.7
C -3.4099 -0.5800 0.9509 -0.8 -0.7 2.5
C -4.2419 -1.3604 -0.1122 4.5 0.5 -5.4
H 2.0687 -1.1324 -2.2111 1.4 -2.8 2.1
H 1.8086 -2.8006 -1.5177 2.2 3.2 0.0
H 1.3367 -1.8148 0.3881 -0.9 -2.9 3.0
H 2.2162 0.3426 1.2624 0.9 -0.3 -1.0
H 3.5434 -2.0623 1.7789 0.5 3.6 -1.0
H 4.3075 -0.1415 1.8971 -0.6 -1.5 0.1
H 4.8066 -1.3107 0.6773 -1.8 0.7 0.3
H 4.1265 1.5182 0.2057 -0.3 -1.0 -1.3
H 4.0767 0.6097 -1.4129 0.1 -0.6 0.2
H 2.7734 1.6672 -0.8343 -0.2 -0.6 -0.1
H 0.1246 0.2168 0.9529 -1.3 -0.3 -0.9
H -1.6851 0.5764 -1.3171 -1.5 -1.4 -1.4
H -2.0188 0.9972 1.8303 -1.2 -0.6 -2.7
H -3.2434 1.6418 0.6014 0.0 -0.3 0.2
H -2.6265 -1.3729 1.2959 -1.6 1.4 -0.4
H -4.2043 -0.3753 1.8000 1.9 -0.2 -1.1
H -6.3457 -0.8850 0.3319 1.5 0.1 0.5
H -1.7038 4.0052 -1.0861 -1.0 -2.5 0.2
N 2.4324 -1.8317 -1.3717 -3.6 -0.9 -1.7
N -0.4444 -0.0983 0.1229 1.5 1.2 -0.1
O 0.4696 -0.3746 -1.9979 -1.9 1.0 -2.2
O -0.1834 2.7487 0.0871 -1.2 -1.1 -1.8
O -3.3770 -1.8388 -1.0801 -6.8 2.1 5.5
O -5.6718 -1.3212 -0.2203 3.2 -1.3 -1.2
O -2.1357 3.0632 -1.0598 2.7 0.4 0.1
```
Forces are in eV/Å.

Results
Total energy ... -23874.8689 eV
Largest force on an atom ... 0.1747 Eh/bohr
Structure (SMILES) ... CC(C)[C@H](N)C(=O)N[C@@H](CCC(=O)O)C(=O)O
Net charge ... 0
2S+1 ... 1
Frontier orbital gap ... 0.353 Eh

---

The following is a quantum chemistry calculation of a molecular structure, C4H7N3O in a non-equilibrium geometry, from the OMol25 dataset.

Structure (XYZ):
```
15
Properties=species:S:1:pos:R:3:forces:R:3
C 0.4705 -0.9687 -0.1433 -0.2 -1.3 -0.5
C 1.3172 -0.0153 0.2072 7.3 -1.6 -0.5
C -0.4760 1.0556 0.1933 -2.5 -0.6 -0.4
C -0.7056 -0.2142 -0.2083 -4.8 -3.7 -1.4
H 0.8384 -2.8047 0.4772 0.1 -0.5 0.1
H 2.1275 -2.3936 -0.7574 -5.3 0.3 1.4
H 2.3838 -0.0706 0.1679 0.7 -0.6 0.1
H 1.1480 2.2281 0.3881 0.3 -3.5 0.0
H -1.6441 2.6245 -0.4403 0.4 -1.8 4.0
H -1.9700 2.1294 1.3217 0.3 -0.6 -0.4
H -1.8077 -1.6270 -0.9310 1.1 -3.9 -1.4
N 0.8316 -2.3542 -0.4255 3.9 0.8 -1.3
N 0.8580 1.1734 0.2496 -1.8 7.4 2.1
N -1.3489 2.0477 0.5280 -1.0 4.1 -4.6
O -2.0226 -0.8105 -0.6271 1.6 5.6 2.7
```
Forces are in eV/Å.

Results
Total energy ... -10775.1905 eV
Largest force on an atom ... 0.1528 Eh/bohr
Net charge ... 0
2S+1 ... 1
Frontier orbital gap ... 0.316 Eh

---

Please write out number 2 again, unchanged.
The following is a quantum chemistry calculation of 2 unconnected molecules or ions with the total composition C3H6INO3 in a non-equilibrium geometry, from the OMol25 dataset.

Structure (XYZ):
```
14
Properties=species:S:1:pos:R:3:forces:R:3
C 1.8614 0.4248 -0.1864 -2.0 0.0 1.0
C 0.4223 0.1196 0.3790 0.5 2.0 -0.4
C -0.6839 0.3461 -0.6650 -0.7 -0.7 2.5
N -2.0241 -1.5995 -0.3998 0.5 5.7 0.4
O -1.6392 -2.6051 -0.7680 1.8 -4.9 -1.4
O -3.0825 -1.2336 -0.0343 -1.6 -0.4 0.6
O 0.1293 0.8314 1.5511 0.2 1.0 1.0
I -2.2917 1.5046 -0.0613 0.8 0.4 -0.7
H 2.0376 1.4774 0.0997 0.1 -0.2 -1.0
H 2.6379 -0.1546 0.3338 -0.4 -0.2 -0.6
H 1.6604 0.1871 -1.2400 1.5 0.4 0.1
H 0.3408 -0.8482 0.7022 0.1 -3.0 0.1
H -0.2983 0.3338 -1.6504 -0.5 0.0 -1.2
H 0.9300 1.2163 1.9394 -0.3 -0.2 -0.3
```
Forces are in eV/Å.

Results
Total energy ... -18935.3196 eV
Largest force on an atom ... 0.1112 Eh/bohr
Net charge ... 0
2S+1 ... 1
Frontier orbital gap (alpha / beta) ... 0.314 / 0.276 Eh